## 1
{"formula": "BeH12O6", "method": "ωB97M-V with the def2-TZVPD basis set", "elements": ["Be", "O", "H", "H", "O", "H", "H", "O", "H", "H", "O", "H", "H", "O", "H", "H", "O", "H", "H"], "xyz": [[-15.35200, 16.82900, -15.70500], [-15.01200, 15.32500, -16.38900], [-14.22900, 14.72600, -16.41700], [-15.41200, 15.08600, -17.23800], [-16.56800, 16.39500, -14.51500], [-16.47300, 15.47100, -14.27700], [-17.47000, 16.62500, -14.74600], [-14.27700, 15.35300, -13.37600], [-13.49900, 15.71700, -12.94800], [-13.92100, 14.47100, -13.42400], [-17.74900, 15.49200, -16.87600], [-17.54800, 14.53600, -17.07200], [-18.09000, 15.73700, -17.72100], [-15.85800, 17.83400, -16.87500], [-15.20600, 18.48700, -17.23600], [-16.59600, 18.09000, -17.45500], [-14.11300, 17.57100, -14.98200], [-14.15400, 17.58000, -13.99800], [-13.22100, 17.23400, -15.21700]], "mulliken_charge": [0.233, -0.308, 0.348, 0.358, -0.462, 0.332, 0.363, -0.582, 0.318, 0.318, -0.591, 0.322, 0.315, -0.202, 0.378, 0.372, -0.305, 0.394, 0.400], "spin_multiplicity": 1, "gap_ev": 12.274, "total_charge": 2}

***

## 2
{"formula": "BeH12O6", "method": "ωB97M-V with the def2-TZVPD basis set", "elements": ["Be", "O", "H", "H", "O", "H", "H", "O", "H", "H", "O", "H", "H", "O", "H", "H", "O", "H", "H"], "xyz": [[0.38217, 0.15749, -0.26307], [-0.77390, 1.19703, 0.26061], [-1.55734, 1.20216, -0.29739], [-0.88391, 1.80517, 1.00673], [0.19457, -1.46820, 0.10779], [0.03149, -2.13385, -0.60995], [0.67281, -1.92298, 0.84235], [-1.96749, -0.57121, -1.48702], [-2.64138, -1.13708, -1.10811], [-2.47398, 0.11221, -1.93927], [0.73915, 0.23350, -1.96150], [1.34758, -0.42787, -2.33096], [0.92401, 1.04439, -2.44163], [0.16429, -0.12169, 2.68475], [-0.21899, -1.00679, 2.84503], [-0.43655, 0.41018, 3.21509], [1.89543, 0.61620, 0.39481], [2.12644, 0.90896, 1.29385], [2.47559, 1.10238, -0.21212]], "mulliken_charge": [0.255, -0.222, 0.343, 0.392, -0.369, 0.371, 0.376, -0.613, 0.325, 0.317, -0.397, 0.373, 0.374, -0.618, 0.317, 0.320, -0.270, 0.362, 0.366], "spin_multiplicity": 1, "gap_ev": 11.985, "total_charge": 2}

***

Stability ranking, top and bottom: 2 is the most stable and 1 is the least stable.

***

## 1
{"formula": "C3H10NO2", "method": "ωB97M-V with the def2-TZVPD basis set", "elements": ["C", "N", "C", "O", "C", "H", "H", "H", "H", "H", "H", "H", "H", "H", "H", "O"], "xyz": [[-0.84399, 0.11142, 0.87225], [0.51222, -0.44281, 0.69185], [1.48166, 0.67993, 0.40275], [1.57131, 1.16894, -0.86444], [-1.92041, -0.95619, 0.89898], [-0.80035, 0.54000, 2.01429], [-1.09012, 0.80828, 0.18335], [0.51100, -0.97663, -0.14386], [2.48095, 0.23597, 0.54066], [1.20319, 1.59322, 0.95569], [-1.52420, -1.71379, 1.52828], [-1.95861, -1.26625, -0.22045], [-2.81838, -0.38562, 1.26074], [1.56367, -0.18538, -3.21655], [0.89720, 0.56278, -1.98558], [0.73485, 0.22615, -2.91795]], "mulliken_charge": [-0.367, -0.502, -0.434, -0.818, -1.127, 0.279, 0.424, 0.263, 0.261, 0.285, 0.359, 0.241, 0.292, 0.254, 0.359, -0.770], "spin_multiplicity": 1, "gap_ev": 7.172, "total_charge": -1}

***

## 2
{"formula": "C3H10NO2", "method": "ωB97M-V with the def2-TZVPD basis set", "elements": ["C", "C", "C", "O", "N", "H", "H", "H", "H", "H", "H", "H", "H", "H", "H", "O"], "xyz": [[-1.61694, -0.70464, -0.87604], [-0.46817, -0.73726, 0.12049], [-0.42767, 0.37803, 1.19061], [0.75997, 0.93603, 1.40237], [-1.57043, -1.73646, -1.88616], [-1.61912, 0.27169, -1.34236], [-2.59118, -0.67836, -0.38495], [-0.40104, -1.76196, 0.50010], [0.45675, -0.71799, -0.47108], [-0.96656, -0.04397, 2.08219], [-1.23559, 1.10002, 0.85090], [-1.62315, -2.69538, -1.60447], [-1.58224, -1.45952, -2.84193], [2.05529, 1.31396, 0.49223], [3.21833, 2.19783, 0.91074], [2.93092, 1.68809, 0.13760]], "mulliken_charge": [-0.432, -0.480, -0.446, -0.888, -0.428, 0.360, 0.213, 0.288, 0.197, 0.189, 0.160, 0.142, 0.142, 0.478, 0.254, -0.750], "spin_multiplicity": 1, "gap_ev": 6.882, "total_charge": -1}

***

Stability ranking, top and bottom: 2 is the most stable and 1 is the least stable.